{"formula": "C19H38N3O2PPdSi", "method": "ωB97M-V/def2-TZVPD", "symbols": ["Pd", "Si", "P", "N", "H", "C", "H", "H", "H", "C", "H", "H", "H", "C", "H", "H", "H", "C", "H", "H", "H", "H", "H", "C", "C", "C", "C", "C", "C", "H", "H", "H", "H", "H", "C", "O", "C", "H", "H", "H", "C", "H", "H", "H", "C", "N", "C", "C", "C", "N", "C", "C", "O", "H", "H", "H", "H", "H", "H", "H", "H", "H", "H", "H", "H"], "positions_angstrom": [[-0.092, -1.519, -0.066], [0.110, -2.784, -1.843], [2.120, 2.266, -2.719], [-1.611, -0.282, 0.092], [2.987, 2.130, -1.587], [2.063, 3.977, -3.261], [2.297, 4.021, -4.331], [2.807, 4.555, -2.701], [1.066, 4.404, -3.088], [2.837, 1.241, -4.013], [3.007, 1.865, -4.901], [2.165, 0.406, -4.255], [3.797, 0.853, -3.651], [0.451, 1.711, -2.332], [-0.241, 2.021, -3.128], [0.109, 2.135, -1.378], [0.415, 0.619, -2.229], [1.955, -3.167, -1.993], [2.403, -3.188, -0.993], [2.445, -2.394, -2.592], [2.066, -4.146, -2.474], [-0.610, -4.093, -1.716], [-0.340, -2.051, -3.071], [-2.828, -0.289, -0.392], [-4.941, 0.962, -0.634], [-3.678, 0.848, -0.091], [-3.403, -1.326, -1.218], [-4.667, -1.182, -1.761], [-5.441, -0.044, -1.481], [-5.548, 1.838, -0.403], [-3.259, 1.608, 0.573], [-2.780, -2.205, -1.421], [-5.065, -1.966, -2.410], [-6.435, 0.058, -1.919], [3.127, 0.317, -0.292], [2.120, -0.239, -0.774], [3.029, 1.357, 0.794], [3.922, 1.997, 0.801], [2.943, 0.845, 1.761], [2.134, 1.971, 0.654], [4.510, -0.139, -0.660], [5.164, 0.730, -0.819], [4.480, -0.764, -1.562], [4.921, -0.726, 0.176], [-0.196, -2.980, 2.627], [-0.648, -1.727, 3.176], [-1.523, -1.777, 4.326], [-1.577, -0.417, 4.969], [-1.887, 0.625, 3.925], [-0.845, 0.574, 2.928], [-0.697, 1.712, 2.048], [-0.206, -0.579, 2.617], [0.747, -0.597, 1.770], [0.876, -3.144, 2.817], [-0.364, -3.006, 1.525], [-0.778, -3.775, 3.101], [-2.531, -2.089, 4.003], [-1.135, -2.539, 5.013], [-0.615, -0.204, 5.448], [-2.347, -0.402, 5.741], [-1.889, 1.635, 4.350], [-2.876, 0.441, 3.467], [-1.043, 1.446, 1.030], [-1.322, 2.526, 2.428], [0.346, 2.045, 2.002]], "lowdin_spin": [1.004, 0.276, 0.134, 0.770, 0.073, 0.025, 0.006, 0.008, 0.002, 0.015, 0.002, 0.001, 0.006, 0.033, 0.012, 0.005, 0.004, 0.076, 0.011, 0.001, 0.011, 0.046, 0.031, 0.084, -0.008, 0.160, 0.164, -0.011, 0.179, -0.004, 0.007, 0.015, -0.004, 0.011, 0.280, 0.234, 0.068, 0.005, 0.024, 0.008, 0.069, 0.012, 0.001, 0.028, 0.040, 0.003, 0.001, 0.000, 0.000, 0.005, 0.003, 0.009, 0.024, 0.001, 0.037, 0.001, 0.000, 0.000, 0.000, 0.000, 0.000, 0.000, 0.001, 0.000, 0.001], "homo_lumo_gap_ev": [3.782, 6.810], "e_tot_ev": -49524.3713, "multiplicity": 5, "molar_mass_g_mol": 506.01, "relative_energy_ev": 0.5289, "largest_force_ev_per_a": 2.50}


{"formula": "C19H38O3", "method": "ωB97M-V/def2-TZVPD", "symbols": ["C", "C", "C", "C", "C", "C", "C", "C", "C", "C", "C", "C", "C", "C", "C", "C", "O", "C", "O", "O", "C", "C", "H", "H", "H", "H", "H", "H", "H", "H", "H", "H", "H", "H", "H", "H", "H", "H", "H", "H", "H", "H", "H", "H", "H", "H", "H", "H", "H", "H", "H", "H", "H", "H", "H", "H", "H", "H", "H", "H"], "positions_angstrom": [[-2.329, -5.302, 3.712], [-2.977, -5.092, 2.333], [-2.677, -3.680, 1.793], [-2.395, -3.697, 0.270], [-0.894, -3.718, -0.039], [-0.118, -2.479, 0.498], [0.299, -1.530, -0.656], [1.817, -1.150, -0.648], [1.934, 0.321, -1.103], [3.264, 0.670, -1.779], [3.525, 2.213, -1.756], [3.141, 2.980, -3.052], [1.943, 3.949, -2.880], [0.722, 3.138, -2.444], [-0.625, 3.919, -2.454], [-1.405, 3.503, -1.204], [-0.915, 4.188, -0.022], [-0.463, 3.320, 0.884], [0.635, 3.365, 1.243], [-1.344, 2.434, 1.341], [-1.252, 2.235, 2.769], [-0.343, 1.068, 3.134], [-1.258, -5.460, 3.580], [-2.719, -6.208, 4.180], [-2.496, -4.445, 4.363], [-4.052, -5.268, 2.387], [-2.589, -5.861, 1.659], [-3.513, -3.019, 2.027], [-1.803, -3.288, 2.319], [-2.809, -4.641, -0.095], [-2.907, -2.890, -0.258], [-0.707, -3.834, -1.106], [-0.481, -4.601, 0.463], [0.742, -2.799, 1.088], [-0.779, -1.927, 1.167], [-0.250, -0.593, -0.523], [0.058, -1.911, -1.649], [2.297, -1.830, -1.356], [2.231, -1.308, 0.348], [1.154, 0.445, -1.853], [1.703, 0.943, -0.236], [4.109, 0.221, -1.250], [3.300, 0.334, -2.816], [3.088, 2.681, -0.873], [4.609, 2.313, -1.662], [3.993, 3.628, -3.284], [3.006, 2.336, -3.923], [1.794, 4.473, -3.828], [2.206, 4.686, -2.117], [0.898, 2.848, -1.415], [0.633, 2.276, -3.104], [-0.487, 4.996, -2.519], [-1.220, 3.526, -3.281], [-2.487, 3.565, -1.326], [-1.184, 2.439, -1.067], [-0.964, 3.155, 3.274], [-2.259, 1.979, 3.094], [0.668, 1.228, 2.773], [-0.350, 0.993, 4.221], [-0.718, 0.160, 2.659]], "lowdin_charge": [-0.118, -0.265, -0.216, -0.210, -0.203, -0.189, -0.196, -0.193, -0.227, -0.188, -0.190, -0.206, -0.203, -0.203, -0.139, -0.160, 0.050, -0.681, 0.189, 0.023, -0.197, -0.054, 0.070, 0.065, 0.070, 0.102, 0.098, 0.108, 0.088, 0.097, 0.107, 0.099, 0.106, 0.103, 0.080, 0.093, 0.104, 0.109, 0.103, 0.091, 0.108, 0.104, 0.107, 0.105, 0.096, 0.097, 0.105, 0.109, 0.117, 0.076, 0.116, 0.117, 0.112, 0.126, 0.120, 0.128, 0.121, 0.072, 0.081, 0.067], "homo_lumo_gap_ev": 10.815, "e_tot_ev": -26461.1421, "molar_mass_g_mol": 314.51, "largest_force_ev_per_a": 4.60}


{"formula": "C19H39AsNNiO2PSi", "method": "ωB97M-V/def2-TZVPD", "symbols": ["Ni", "N", "C", "C", "O", "O", "H", "H", "H", "H", "C", "C", "P", "C", "C", "C", "C", "H", "H", "H", "H", "H", "H", "H", "H", "H", "H", "H", "H", "H", "H", "H", "C", "As", "C", "C", "H", "H", "H", "H", "H", "H", "H", "H", "H", "C", "Si", "C", "C", "C", "C", "C", "C", "C", "H", "H", "H", "H", "H", "H", "H", "H", "H", "H", "H"], "positions_angstrom": [[0.108, 0.011, -0.050], [0.131, -0.605, 2.134], [-0.956, -1.544, 2.424], [-1.530, -2.166, 1.103], [-2.248, -3.147, 1.174], [-1.193, -1.567, 0.044], [1.026, -1.074, 2.253], [0.106, 0.192, 2.768], [-1.783, -1.021, 2.908], [-0.636, -2.362, 3.077], [3.529, -1.805, -0.288], [3.621, -0.445, 0.395], [2.262, 0.690, -0.171], [2.687, 2.283, 0.690], [4.134, 2.579, 1.074], [2.671, 1.016, -1.945], [4.029, 1.587, -2.334], [4.272, -2.495, 0.114], [3.707, -1.700, -1.356], [2.538, -2.238, -0.148], [4.599, 0.010, 0.210], [3.506, -0.562, 1.480], [2.067, 2.294, 1.593], [2.300, 3.068, 0.032], [4.519, 1.833, 1.766], [4.173, 3.545, 1.575], [4.788, 2.625, 0.208], [1.875, 1.686, -2.285], [2.505, 0.061, -2.451], [4.115, 2.631, -2.035], [4.149, 1.536, -3.416], [4.850, 1.024, -1.891], [0.017, -0.081, -4.239], [-0.527, -0.721, -2.438], [-0.328, -2.647, -2.722], [-2.450, -0.607, -2.706], [-0.630, -0.510, -5.003], [1.047, -0.357, -4.457], [-0.063, 1.003, -4.285], [-0.710, -2.935, -3.703], [-0.908, -3.144, -1.947], [0.712, -2.959, -2.634], [-2.748, -1.211, -3.565], [-2.748, 0.428, -2.870], [-2.949, -0.972, -1.812], [-0.828, 3.237, -1.283], [-1.228, 1.882, 0.073], [-1.275, 2.961, 1.709], [-3.110, 1.500, -0.166], [-3.881, 2.066, -1.176], [-5.222, 1.750, -1.310], [-5.808, 0.823, -0.465], [-5.050, 0.237, 0.534], [-3.724, 0.588, 0.686], [-1.555, 4.038, -1.194], [-0.878, 2.824, -2.287], [0.160, 3.663, -1.143], [-1.866, 3.844, 1.493], [-0.294, 3.285, 2.036], [-1.756, 2.436, 2.525], [-3.434, 2.766, -1.868], [-5.818, 2.222, -2.080], [-6.851, 0.565, -0.577], [-5.491, -0.501, 1.189], [-3.143, 0.131, 1.468]], "lowdin_spin": [1.426, 0.059, 0.004, 0.006, 0.010, 0.063, 0.003, 0.001, 0.000, 0.002, 0.005, 0.025, 0.051, 0.001, 0.000, 0.003, 0.001, 0.000, 0.000, 0.004, 0.003, 0.000, 0.001, 0.000, 0.000, 0.000, 0.000, 0.000, 0.001, 0.000, 0.000, 0.000, 0.012, 0.053, 0.016, 0.004, 0.002, 0.000, 0.000, 0.002, 0.000, 0.000, 0.001, 0.000, 0.000, 0.026, 0.132, 0.029, 0.025, 0.007, 0.000, 0.005, 0.000, 0.006, 0.004, 0.000, 0.000, 0.005, 0.000, 0.000, 0.001, 0.000, 0.000, 0.000, 0.001], "homo_lumo_gap_ev": [7.105, 8.156], "e_tot_ev": -144970.3939, "multiplicity": 3, "molar_mass_g_mol": 506.20, "relative_energy_ev": 0.0000, "largest_force_ev_per_a": 1.71}